Density functional theory data (the ωB97M-V functional and the def2-TZVPD basis) for one molecule with the formula C5H7NO in a non-equilibrium geometry.

The geometry in XYZ format:
```
14
C5H7NO | the OMol25 dataset | the ωB97M-V functional and the def2-TZVPD basis
O -0.181 0.284 -0.211
N -0.466 -2.815 -1.019
C -0.319 -2.054 -0.209
C 0.590 0.340 -1.359
C 0.381 1.188 -2.390
C 0.058 -0.989 0.672
C -0.941 -0.695 1.823
H -0.593 1.589 -2.522
H 1.505 -0.263 -1.506
H -1.877 -0.602 1.337
H -0.851 0.290 2.290
H -0.791 -1.503 2.508
H 1.031 1.130 -3.251
H 1.099 -1.206 0.892
```

The calculation puts the LUMO energy at 0.76 eV. The HOMO-LUMO gap is 9.9244 eV. For the energy above the lowest of the compared OMol25 structures with the same formula, charge and spin, the calculation gives 60.6 kcal/mol. As for the total charge: 0.



Density functional theory data (the ωB97M-V functional and the def2-TZVPD basis) for C21H31BrNOsS2Sb as an isolated structure.

The geometry in XYZ format:
```
58
C21H31BrNOsS2Sb | the OMol25 dataset | the ωB97M-V functional and the def2-TZVPD basis
Os 1.373 -1.151 -0.008
Sb -0.644 0.466 0.640
Br 1.534 -1.055 -2.528
S 3.082 -2.669 -0.032
S 1.155 -1.730 2.168
N -0.205 1.105 -3.010
C 0.875 0.228 -4.954
C 4.229 -4.953 3.032
C -2.184 -0.628 3.043
C 1.838 2.156 0.935
C -1.509 0.675 2.605
C -0.329 3.523 0.801
C 3.367 -4.519 4.032
C 4.163 -4.393 1.767
C 0.589 0.289 -3.612
C -2.253 -0.313 -0.609
C -1.427 3.085 -5.981
C 2.422 -3.526 3.782
C 2.347 -2.973 2.519
C 0.465 2.324 0.291
C 3.212 -3.398 1.520
C -0.836 2.003 -3.784
C -2.280 -1.827 -0.436
C -3.565 0.393 -0.272
C -0.484 1.153 3.640
C 0.212 1.163 -5.736
C -0.668 2.074 -5.162
H 4.954 -5.729 3.238
H 1.789 1.979 2.010
H 3.429 -4.955 5.022
H 0.392 1.179 -6.806
H -3.042 -2.240 -1.103
H -1.496 2.699 -3.274
H 0.260 4.428 0.625
H 4.833 -4.715 0.979
H -0.969 3.226 -6.957
H -0.041 2.117 3.403
H 0.553 2.358 -0.791
H -3.867 0.258 0.767
H -2.453 2.750 -6.141
H 1.753 -3.190 4.568
H -2.258 1.452 2.437
H -1.278 3.644 0.274
H -1.333 -2.295 -0.708
H -1.926 -0.051 -1.612
H 2.417 1.343 0.487
H 2.417 3.072 0.777
H -2.975 -0.955 2.372
H -1.464 -1.440 3.153
H -4.358 -0.032 -0.894
H -2.532 -2.136 0.578
H -2.642 -0.465 4.023
H -3.525 1.464 -0.480
H -1.470 4.051 -5.477
H -0.996 1.265 4.600
H -0.537 3.478 1.868
H 1.569 -0.489 -5.374
H 0.316 0.430 3.785
```

As for the multiplicity: 5. The calculation puts the LUMO energy (spin up / spin down) at -5.83 / -9.09 eV. The HOMO-LUMO gap (spin up / spin down) is 8.3642 / 5.6602 eV. For the energy above the lowest of the compared OMol25 structures with the same formula, charge and spin, the calculation gives 20.6 kcal/mol. As for the total charge: +2. The expectation value of S² is 6.030.



Density functional theory data (the ωB97M-V functional and the def2-TZVPD basis) for C9H15N7O4RbS2 as an isolated structure in a non-equilibrium geometry.

The geometry in XYZ format:
```
38
C9H15N7O4RbS2 | the OMol25 dataset | the ωB97M-V functional and the def2-TZVPD basis
Rb -1.379 -0.434 -2.680
S 1.476 -0.146 -0.916
S 0.957 -0.910 2.210
O -2.707 4.021 -3.334
O -1.216 2.403 -3.386
O -3.713 -0.461 0.885
O -3.470 -2.083 -0.661
N -1.776 3.426 -2.810
N -0.825 2.920 0.985
N -1.141 -2.733 0.130
N -1.901 -1.909 0.946
N 0.766 3.524 -2.030
N 0.140 3.404 0.101
N -1.508 3.581 -1.450
C -0.259 3.379 -1.181
C 3.844 -3.456 0.997
C 3.445 -1.981 -0.857
C -3.159 0.388 1.940
C 4.203 -2.960 -0.265
C 2.821 -2.833 1.747
C -3.075 -1.488 0.341
C 2.342 -1.434 -0.191
C 2.025 -1.837 1.193
H -3.865 1.238 2.017
H 1.659 3.048 -1.729
H -1.633 3.538 0.910
H -0.585 -3.370 0.707
H 3.622 -1.655 -1.881
H -3.199 -0.167 2.893
H 0.507 3.271 -2.984
H 4.428 -4.314 1.362
H -1.791 -3.175 -0.547
H 5.076 -3.370 -0.761
H 1.137 3.255 0.307
H -1.336 -1.304 1.547
H 2.687 -3.134 2.785
H -2.161 0.779 1.715
H -0.434 2.978 1.946
```

The calculation puts the LUMO energy at 1.59 eV. The HOMO-LUMO gap is 4.0009 eV. As for the total charge: -1.



Density functional theory data (the ωB97M-V functional and the def2-TZVPD basis) for a 2-piece molecular cluster, C5H8O2 overall.

The geometry in XYZ format:
```
15
C5H8O2 | the OMol25 dataset | the ωB97M-V functional and the def2-TZVPD basis
O 0.443 -1.383 0.928
O -1.177 2.110 0.121
C 0.216 0.564 0.373
C 0.338 -0.143 1.688
C 0.967 0.420 -0.733
C 0.037 -0.680 -0.311
C -1.048 -1.364 -1.079
H -0.757 1.943 -0.747
H 1.226 0.098 2.280
H 2.036 0.545 -0.861
H -0.559 -0.163 2.316
H -0.612 2.791 0.513
H -1.865 -1.670 -0.418
H -1.435 -0.702 -1.860
H -0.643 -2.258 -1.563
```

The calculation puts the LUMO energy at 0.59 eV. The HOMO-LUMO gap is 9.2035 eV. For the energy above the lowest of the compared OMol25 structures with the same formula, charge and spin, the calculation gives 137.6 kcal/mol. As for the total charge: 0.



Density functional theory data (the ωB97M-V functional and the def2-TZVPD basis) for C43H38N6OP2PtSTe as an isolated structure.

The geometry in XYZ format:
```
93
C43H38N6OP2PtSTe | the OMol25 dataset | the ωB97M-V functional and the def2-TZVPD basis
Pt 0.267 0.320 -0.932
Te -4.490 0.610 -2.442
S 1.808 2.001 -0.063
P -1.662 1.427 -0.635
P -1.380 -0.780 -1.993
O 5.755 -0.825 -0.713
N 3.080 0.815 1.931
N 2.311 -3.211 -0.128
N 1.754 -1.130 -1.292
N 3.943 0.409 -0.190
N -7.171 -2.068 0.694
N 3.509 -3.070 2.044
C -2.967 1.360 3.781
C -2.407 4.129 -0.369
C -3.895 1.126 2.777
C -1.722 3.173 -1.112
C -1.798 -2.454 -1.454
C 3.820 -0.189 2.700
C -0.027 -2.177 -5.591
C -7.726 -1.239 -0.187
C -2.619 0.382 -1.645
C -1.078 3.549 -2.291
C -1.252 0.113 -4.613
C -2.456 5.446 -0.808
C 7.880 0.675 2.623
C -5.617 -0.536 -1.065
C -5.025 -1.397 -0.151
C -2.661 -4.907 -0.478
C -1.751 -4.155 0.250
C 2.020 -2.129 -0.728
C -3.138 -4.439 -1.697
C 3.718 -1.714 4.678
C -0.899 0.035 -5.951
C -0.998 -0.956 -3.758
C -2.175 1.417 1.112
C 6.077 0.736 1.039
C 6.656 2.718 2.264
C -2.705 -3.219 -2.189
C 2.954 -0.694 3.843
C 7.655 2.014 2.921
C -0.383 -2.102 -4.253
C -1.819 5.812 -1.983
C 7.099 0.038 1.674
C -0.285 -1.110 -6.440
C -1.126 4.862 -2.725
C -7.005 -0.458 -1.077
C 3.038 0.997 0.630
C -1.644 1.628 3.453
C -3.500 1.157 1.447
C -1.249 1.658 2.124
C 2.962 -3.110 1.025
C 5.862 2.080 1.323
C -1.323 -2.927 -0.235
C -5.841 -2.131 0.698
C 5.284 0.011 0.011
H -0.619 5.149 -3.637
H -1.739 1.000 -4.226
H 4.607 -1.266 5.126
H -0.623 -2.327 0.335
H 0.453 -3.070 -5.970
H -0.008 -1.171 -7.485
H 2.648 0.155 4.465
H -3.082 -2.851 -3.136
H 2.386 1.350 2.436
H -0.919 1.811 4.237
H -3.272 1.330 4.819
H 3.095 -2.100 5.484
H -1.856 6.840 -2.321
H -2.994 6.185 -0.229
H 5.091 2.634 0.800
H 2.050 -1.148 3.429
H -4.927 0.915 3.026
H -3.851 -5.025 -2.262
H -2.904 3.848 0.551
H -4.226 0.970 0.665
H -3.949 -1.493 -0.086
H -1.105 0.866 -6.613
H 3.578 0.195 -1.115
H -7.530 0.200 -1.758
H 4.021 -2.556 4.054
H -2.998 -5.863 -0.099
H -0.175 -2.936 -3.593
H 8.268 2.512 3.660
H -5.395 -2.809 1.419
H -8.810 -1.192 -0.181
H 4.078 -1.018 2.038
H 8.666 0.130 3.130
H -1.371 -4.523 1.194
H 7.260 -1.002 1.420
H 6.498 3.767 2.479
H -0.219 1.864 1.857
H 4.742 0.248 3.089
H -0.525 2.807 -2.857
```

The calculation puts the LUMO energy at -0.39 eV. The HOMO-LUMO gap is 7.3893 eV. For the energy above the lowest of the compared OMol25 structures with the same formula, charge and spin, the calculation gives 8.4 kcal/mol. As for the total charge: 0.



Density functional theory data (the ωB97M-V functional and the def2-TZVPD basis) for a 2-piece molecular cluster, C5H7N3 overall in a non-equilibrium geometry.

The geometry in XYZ format:
```
15
C5H7N3 | the OMol25 dataset | the ωB97M-V functional and the def2-TZVPD basis
N -0.157 -1.857 -0.942
N -1.358 -1.186 -0.487
N 0.563 2.359 -0.084
C 1.390 -0.060 -0.389
C -1.624 -0.763 0.872
C 0.992 -1.302 -0.761
C 0.459 0.851 0.045
C -0.958 0.337 0.080
H 1.795 2.366 -0.241
H 0.424 2.427 1.367
H -2.714 -0.642 1.210
H -1.761 1.101 -0.251
H 1.575 -2.105 -1.409
H 2.546 -0.075 -0.764
H -1.169 -1.450 1.754
```

The calculation puts the LUMO energy at -0.04 eV. The HOMO-LUMO gap is 8.4126 eV. For the energy above the lowest of the compared OMol25 structures with the same formula, charge and spin, the calculation gives 200.4 kcal/mol. As for the total charge: 0.